Record 1
An isolated ion of composition C4H6ClN2O2S and charge +1. Source: the Open Molecules 2025 dataset; level of theory: ωB97M-V with the def2-TZVPD basis set.

Each line ends with the Löwdin charge.
Positions of all 16 atoms, in Å:
C (-0.89301, -1.90123, 0.83856)  -0.1557
C (-0.70602, -0.74408, 1.41186)  0.2625
C (-0.28112, -0.95258, -1.05922)  -0.1528
C (-0.76450, 1.60820, -0.56167)  0.0226
N (-0.66222, -2.01699, -0.47727)  0.1345
N (-0.16254, 0.25777, -0.28344)  -0.2201
O (1.70317, 1.39855, 1.17873)  -0.2264
O (2.10731, 0.96774, -1.20360)  -0.2717
S (1.62054, 0.60270, 0.03774)  0.3290
Cl (2.47347, -1.18174, 0.26757)  0.5759
H (-1.11746, -2.70204, 1.53197)  0.1513
H (-0.83630, -0.01353, 2.14249)  0.0981
H (0.02953, -0.80615, -2.02568)  0.1290
H (0.05733, 2.01967, -1.17507)  0.1007
H (-1.82431, 1.41554, -0.98772)  0.1627
H (-0.74387, 2.04818, 0.36476)  0.0604

Properties
**Multiplicity**: 1
**Frontier orbital gap**: 9.900 eV
**Energy**: -34665.628 eV
**Energy relative to the best compared isomer or geometry (same formula, charge and spin)**: 441.2 kJ/mol
**Total charge**: +1

---

Record 2
C2H7NO2 as an isolated structure. Source: the Open Molecules 2025 dataset; level of theory: ωB97M-V with the def2-TZVPD basis set.

Each line ends with the Löwdin charge.
Positions of all 12 atoms, in Å:
C (-0.29986, 0.13455, -0.40365)  -0.5389
C (0.51918, 0.85247, 0.47098)  0.0897
N (0.16867, -0.49945, -1.58951)  0.0690
O (-1.61418, 0.60502, -0.51281)  0.0012
O (0.48786, -0.83847, 1.82785)  -0.2201
H (-2.12282, -0.08132, -0.95997)  0.0961
H (0.00304, -0.75928, 2.66246)  0.0197
H (-0.11039, -0.79182, 0.75764)  0.1284
H (0.33746, 0.12824, -2.36648)  0.0872
H (0.95306, -1.11578, -1.43602)  0.0834
H (0.08519, 1.55914, 1.16158)  0.0939
H (1.59280, 0.80669, 0.38793)  0.0903

Properties
**Multiplicity**: 1
**Frontier orbital gap**: 8.582 eV
**Energy**: -7769.276 eV
**Energy relative to the best compared isomer or geometry (same formula, charge and spin)**: 410.0 kJ/mol

---

Record 3
One molecule with the formula C5H8N2O. Source: the Open Molecules 2025 dataset; level of theory: ωB97M-V with the def2-TZVPD basis set.

Each line ends with the Löwdin charge.
Positions of all 16 atoms, in Å:
C (0.41519, 1.97744, -1.20323)  -0.0272
C (0.36073, 1.09427, -0.06451)  -0.3770
N (0.20691, 1.01911, 1.20241)  0.2098
C (0.44173, -0.21516, 0.41784)  -0.3070
C (1.61448, -1.20306, 0.59171)  -0.0360
C (-1.11208, -1.26154, 0.13548)  -0.4529
N (-2.26000, -0.66457, 0.48494)  0.1459
O (-0.94373, -2.33859, -0.32448)  0.0531
H (0.90230, 3.05473, -0.93383)  0.1370
H (-0.65850, 2.29707, -1.44579)  0.1125
H (1.06886, 1.35175, -1.83369)  0.0912
H (1.63980, -1.83405, -0.32095)  0.0838
H (1.24330, -1.90466, 1.39077)  0.0938
H (2.43069, -0.60779, 0.91840)  0.0595
H (-2.22288, 0.35158, 0.72294)  0.1115
H (-3.12682, -1.11653, 0.26199)  0.1019

Properties
**SMILES string**: CC1=N[C@@]1(C)C(N)=O
**Multiplicity**: 1
**Frontier orbital gap**: 9.116 eV
**Energy**: -10339.549 eV
**Energy relative to the best compared isomer or geometry (same formula, charge and spin)**: 306.5 kJ/mol

---

Number 1: LUMO -0.2057 Eh. Number 2: LUMO 0.0146 Eh. Number 3: LUMO 0.0257 Eh.